1.
The following is a quantum chemistry calculation of a molecular structure, C6H10OS in a non-equilibrium geometry, from the OMol25 dataset.

```
18
Properties=species:S:1:pos:R:3:mulliken_charge:R:1
C -0.42596 0.89415 -1.82268 -0.0975
C -0.34942 -0.34224 -1.23775 -0.8429
C 0.40137 1.53847 -0.73942 -0.7934
C 0.35894 0.14169 -0.11836 0.4270
C 0.84495 -1.90634 1.24206 -1.1922
C 1.16206 -0.44044 0.97643 -0.1435
O -2.47967 1.35092 -0.17797 -0.4432
S -1.82127 1.01443 1.31184 -0.1639
H -0.83940 1.27558 -2.73790 0.4042
H -0.72525 -1.31467 -1.50156 0.4800
H 1.38914 1.88362 -1.03994 0.3349
H -0.10264 2.32306 -0.17686 0.1894
H 1.45586 -2.27974 2.05941 0.3919
H 1.04527 -2.50645 0.35979 0.3127
H -0.20084 -2.01647 1.51136 0.2783
H 2.22094 -0.33351 0.70548 0.2695
H 1.01494 0.14400 1.88888 0.2527
H -2.94902 0.57394 -0.50281 0.3359
```

Properties
Highest occupied orbital energy (spin up / spin down) (eV): -7.57 / -7.57
Relative energy (zero: lowest compared OMol25 entry of this formula, charge and spin) (eV): 4.129
Gap between HOMO and LUMO (spin up / spin down) (eV): 7.02 / 7.02
Strongest force on any atom (Eh/bohr): 0.0402
Calculated total energy (Eh): -707.89856
Total charge: 0


2.
The following is a quantum chemistry calculation of a single C6H10OS molecule in a non-equilibrium geometry, from the OMol25 dataset.

```
18
Properties=species:S:1:pos:R:3:mulliken_charge:R:1
C 1.22356 1.69251 1.74541 -1.0773
C 0.16386 0.62218 1.52763 0.1448
C 0.44510 -0.43532 0.50495 -0.1261
O 0.05244 -1.66760 0.16597 -0.4620
C -0.73383 -1.62474 -1.02414 -0.6450
C -0.43051 -0.55807 -2.07636 -0.2796
S -0.44500 1.06734 -1.39236 -0.1618
C -0.73325 0.52593 0.36055 -0.3623
H 0.67524 2.63451 1.68158 0.2777
H 1.77733 1.59893 2.78005 0.2938
H 1.96445 1.69486 0.84612 0.2874
H -0.28720 0.03253 2.31531 0.3908
H 1.46026 -0.25950 0.14393 0.1861
H -1.90740 -1.28878 -0.93949 0.2199
H -0.71994 -2.61862 -1.45663 0.3668
H -1.37260 -0.65720 -2.81538 0.3035
H 0.56826 -0.79390 -2.80733 0.2835
H -1.70076 0.03496 0.44019 0.3598
```

Properties
SMILES string: C[C@@H]1[C@H]2OCCS[C@H]12
Highest occupied orbital energy (eV): -7.86
Relative energy (zero: lowest compared OMol25 entry of this formula, charge and spin) (eV): 4.852
Gap between HOMO and LUMO (eV): 8.77
Strongest force on any atom (Eh/bohr): 0.0868
Calculated total energy (Eh): -707.87197
Total charge: 0


3.
The following is a quantum chemistry calculation of a molecular structure, C6H10OS in a non-equilibrium geometry, from the OMol25 dataset.

```
18
Properties=species:S:1:pos:R:3:mulliken_charge:R:1
C -2.08534 0.36934 0.69182 -0.7207
C -1.26199 0.39602 -0.47468 0.1050
C 0.34619 0.38862 -0.34068 1.2453
C 0.91531 -0.28779 0.91588 -0.7518
C 1.26490 -1.43165 -0.14055 -0.3495
C 1.09718 -0.41260 -1.40158 -1.0711
H -0.98822 -0.25469 2.01611 0.2742
H -2.17169 1.99343 0.77487 0.2027
H -3.31142 -0.33279 0.68910 0.2970
H 0.00182 2.57544 0.45129 0.1178
H 1.89228 0.01140 1.25548 0.3103
H 0.30583 -0.42280 1.74427 0.0114
H 0.25566 -1.90082 -0.24181 0.2100
H 2.17685 -2.08965 -0.00243 0.3486
H 0.37924 -0.95047 -1.96078 0.2634
H 1.93799 0.08672 -2.02144 0.3191
O -1.81627 0.20147 -1.60834 -0.5919
S 1.06168 2.06085 -0.34654 -0.2198
```

Properties
Highest occupied orbital energy (eV): -8.95
Relative energy (zero: lowest compared OMol25 entry of this formula, charge and spin) (eV): 9.513
Gap between HOMO and LUMO (eV): 8.53
Strongest force on any atom (Eh/bohr): 0.1029
Calculated total energy (Eh): -707.70068
Total charge: 0


4.
The following is a quantum chemistry calculation of a molecular structure, C6H10OSi in a non-equilibrium geometry, from the OMol25 dataset.

```
18
Properties=species:S:1:pos:R:3:mulliken_charge:R:1
C -1.61638 -1.40418 0.33462 -0.5926
C -0.35334 2.73739 -0.88449 -0.5605
C -0.62794 -1.29889 1.25085 -0.4404
C -0.56142 1.84894 0.09978 -0.4777
C 1.85008 0.25254 -0.50423 0.5412
C 1.78750 -1.16052 -0.87379 -0.8906
O 2.45110 1.07331 -1.13926 -0.5413
Si 0.66946 0.67006 0.98194 0.4998
H -2.28129 -2.30268 0.26857 0.2286
H -1.73544 -0.76685 -0.48710 0.3335
H -1.05418 3.41808 -1.17389 0.3471
H 0.66637 2.79386 -1.34221 0.1871
H -0.53352 -2.10187 2.03681 0.2803
H -1.53727 1.71546 0.49638 0.4552
H 2.47621 -1.48958 -1.77830 0.2815
H 2.25315 -1.75173 0.02796 0.2825
H 0.77862 -1.55261 -0.97410 0.2447
H 1.20321 1.34578 2.08306 -0.1783
```

Properties
Highest occupied orbital energy (eV): -8.96
Relative energy (zero: lowest compared OMol25 entry of this formula, charge and spin) (eV): 3.946
Gap between HOMO and LUMO (eV): 9.82
Strongest force on any atom (Eh/bohr): 0.0860
Calculated total energy (Eh): -599.21076
Total charge: 0


5.
The following is a quantum chemistry calculation of 2 unconnected molecules or ions with the total composition C6H10OSi in a non-equilibrium geometry, from the OMol25 dataset.

```
18
Properties=species:S:1:pos:R:3:mulliken_charge:R:1
C -2.41776 2.30132 -0.52663 -0.5087
C -1.09201 1.89529 -0.60505 0.1837
C -3.06380 1.37032 0.16953 -0.1388
C -0.97177 0.70138 0.03222 0.0115
C -0.09727 -2.25507 0.69883 -0.8999
C 2.05032 0.21226 -0.13564 -1.0513
O -2.18055 0.39392 0.61979 -0.3120
Si 0.36541 -0.60248 0.08144 -0.2538
H -3.04727 3.08884 -1.09267 0.2421
H -0.34274 2.46813 -1.15799 0.3873
H -4.18377 1.28427 0.48563 0.3250
H -1.14121 -2.38288 0.83853 0.3539
H 0.26015 -3.03978 0.00950 0.2997
H 0.47697 -2.40756 1.65248 0.2955
H 2.06445 1.23324 0.17235 0.4035
H 3.06597 -0.11339 0.11081 0.3993
H 2.04718 0.36341 -1.18620 0.3884
H -0.15933 -0.94061 -2.96198 -0.1252
```

Properties
Highest occupied orbital energy (spin up / spin down) (eV): -8.51 / -6.18
Relative energy (zero: lowest compared OMol25 entry of this formula, charge and spin) (eV): 5.235
Gap between HOMO and LUMO (spin up / spin down) (eV): 8.48 / 5.75
Strongest force on any atom (Eh/bohr): 0.0735
Calculated total energy (Eh): -599.16338
Total charge: 0


6.
The following is a quantum chemistry calculation of 2 unconnected molecules or ions with the total composition C6H10S in a non-equilibrium geometry, from the OMol25 dataset.

```
17
Properties=species:S:1:pos:R:3:mulliken_charge:R:1
C -2.19966 0.99218 1.04119 -0.6462
C -0.93905 0.84392 1.40067 -0.3714
C -0.16958 -1.49440 -1.82088 -0.4085
C 0.09172 -0.04873 -1.44974 -0.4926
C 0.40243 -1.15426 -0.50942 -0.0860
C 2.44998 0.11342 1.08441 -0.6081
S 1.95100 -1.27025 0.26536 0.0138
H -2.80566 0.14170 0.72857 0.2501
H -2.71431 1.86501 1.18051 0.2990
H -0.37750 -0.09092 1.28712 0.3253
H -1.20419 -1.76467 -1.99843 0.2412
H 0.56883 -1.86824 -2.50682 0.2418
H 0.74911 0.51480 -1.99469 0.3663
H -0.73223 0.47811 -1.05694 0.1064
H -0.57658 1.66850 1.96707 0.2085
H 2.16175 1.11022 0.66077 0.2649
H 3.34392 -0.03639 1.72124 0.2955
```

Properties
Highest occupied orbital energy (spin up / spin down) (eV): -7.80 / -7.92
Relative energy (zero: lowest compared OMol25 entry of this formula, charge and spin) (eV): 6.086
Gap between HOMO and LUMO (spin up / spin down) (eV): 7.65 / 7.89
Strongest force on any atom (Eh/bohr): 0.0571
Calculated total energy (Eh): -632.58585
Total charge: 0


7.
The following is a quantum chemistry calculation of a single C6H10S molecule in a non-equilibrium geometry, from the OMol25 dataset.

```
17
Properties=species:S:1:pos:R:3:mulliken_charge:R:1
C -1.76230 -0.80283 -0.93698 -1.4854
C -0.64550 0.07328 -0.23309 0.5159
C 0.67476 0.37554 -0.95937 -1.1100
C 1.52911 0.93650 0.12581 -0.0077
S 2.80415 -0.14859 0.76251 -0.2050
C 1.09080 0.38375 1.37429 -0.3577
C -0.15451 -0.48592 1.12301 -1.0175
H -2.68924 -0.98976 -0.31630 0.3410
H -1.52297 -1.75677 -1.27232 0.3851
H -2.15306 -0.24849 -1.82787 0.3486
H -1.06818 1.00719 0.06112 0.2078
H 0.60424 1.05492 -1.73919 0.4262
H 1.13362 -0.47267 -1.45840 0.3374
H 1.75789 1.96555 0.02927 0.4642
H 1.14730 1.00860 2.27341 0.4142
H 0.14809 -1.54016 1.12280 0.3060
H -0.89420 -0.36013 1.87131 0.4370
```

Properties
SMILES string: C[C@@H]1C[C@@H]2S[C@@H]2C1
Highest occupied orbital energy (eV): -8.61
Relative energy (zero: lowest compared OMol25 entry of this formula, charge and spin) (eV): 1.170
Gap between HOMO and LUMO (eV): 9.65
Strongest force on any atom (Eh/bohr): 0.0611
Calculated total energy (Eh): -632.76651
Total charge: 0


8.
The following is a quantum chemistry calculation of a single C6H10S molecule in a non-equilibrium geometry, from the OMol25 dataset.

```
17
Properties=species:S:1:pos:R:3:mulliken_charge:R:1
C 1.60429 -0.03776 1.18343 -1.3946
C 0.48163 -0.59869 0.39290 0.6897
C -0.84535 -1.09104 0.91612 -0.4932
C -1.54390 -0.36738 -0.29212 -0.6677
C -0.17339 0.12890 -0.71536 0.2637
C -0.02981 1.42365 -1.41410 -1.2081
S 0.95146 -1.40262 -1.22813 -0.2434
H 2.33735 0.53042 0.50993 0.2786
H 2.20057 -0.89780 1.55339 0.3555
H 1.41413 0.41834 2.13708 0.3873
H -1.23259 -0.57396 1.90992 0.2525
H -0.96661 -2.16116 0.84609 0.2589
H -2.07530 -0.97228 -0.95767 0.2856
H -2.04478 0.51629 0.04851 0.2767
H 1.00269 1.59130 -1.93230 0.3005
H -0.41743 2.16169 -0.66424 0.3173
H -0.66296 1.33210 -2.29344 0.3406
```

Properties
SMILES string: C[C@@]12CC[C@]1(C)S2
Highest occupied orbital energy (eV): -8.58
Relative energy (zero: lowest compared OMol25 entry of this formula, charge and spin) (eV): 2.218
Gap between HOMO and LUMO (eV): 9.48
Strongest force on any atom (Eh/bohr): 0.0586
Calculated total energy (Eh): -632.72800
Total charge: 0


9.
The following is a quantum chemistry calculation of a molecular structure, C6H10S in a non-equilibrium geometry, from the OMol25 dataset.

```
17
Properties=species:S:1:pos:R:3:mulliken_charge:R:1
C 2.08371 -0.25443 -0.26541 -0.6087
C 3.14658 -0.52976 -0.83458 0.0798
C -1.88390 -0.94280 -1.25102 0.0098
C -1.64839 0.07385 1.14623 -0.5865
C -0.33350 -0.49969 1.55748 -0.7040
C -1.89447 -0.41182 -0.17862 -0.3402
S 0.84268 0.58688 0.63233 -0.0252
H 4.10248 -0.57859 -1.24448 0.4221
H 1.33168 0.07707 -5.66616 -0.0571
H -0.22477 2.60167 3.77097 0.0128
H -1.82284 -1.33931 -2.16714 0.4514
H -2.49889 -0.32122 1.80694 0.2644
H -1.69408 1.22563 1.14644 0.2681
H -0.15748 -0.51320 2.62210 0.3530
H -0.24009 -1.50810 1.07966 0.4091
H 0.99404 0.39505 -6.34859 0.0574
H -0.10276 1.93878 4.19382 -0.0061
```

Properties
Highest occupied orbital energy (eV): -8.64
Relative energy (zero: lowest compared OMol25 entry of this formula, charge and spin) (eV): 6.993
Gap between HOMO and LUMO (eV): 9.56
Strongest force on any atom (Eh/bohr): 0.0843
Calculated total energy (Eh): -632.55251
Total charge: 0


10.
The following is a quantum chemistry calculation of a molecular structure, C6H10S3 in a non-equilibrium geometry, from the OMol25 dataset.

```
19
Properties=species:S:1:pos:R:3:mulliken_charge:R:1
C 2.36754 -0.70387 -1.25366 -0.8540
C -2.97041 0.05830 0.47916 -0.6849
C 1.67290 0.39173 -1.46546 0.1845
C -2.03579 -0.65843 1.06960 -0.2584
C 0.21883 0.37780 -1.17988 -0.5546
C -0.41724 0.38554 1.44350 -0.1253
S -1.08819 1.12394 2.95192 -0.1077
S 0.72950 -0.99628 1.83175 -0.1723
S -0.19540 1.59696 0.14060 -0.0228
H 3.43709 -0.68835 -1.36172 0.2960
H 1.70221 -1.59244 -1.10446 0.2443
H -3.87674 -0.31633 0.42550 0.4095
H -2.92068 1.05769 -0.07326 0.1814
H 1.91293 1.47263 -1.63724 0.2656
H -1.88323 -1.57839 1.68523 0.3686
H 0.00427 -0.57237 -0.86100 0.2420
H -0.43686 0.46423 -2.17399 0.3156
H -0.19199 2.11345 2.97414 0.1167
H 1.89582 -0.28756 1.84052 0.1559
```

Properties
Highest occupied orbital energy (eV): -8.67
Relative energy (zero: lowest compared OMol25 entry of this formula, charge and spin) (eV): 1.775
Gap between HOMO and LUMO (eV): 9.30
Strongest force on any atom (Eh/bohr): 0.0965
Calculated total energy (Eh): -1429.01163
Total charge: 0


Look up the calculated total energy of the eighth one. -632.72800 Eh


Among the records above, which one has the highest relative energy (zero: lowest compared OMol25 entry of this formula, charge and spin)? number 3